C70H103HfI2N2O4S2Sb3Si4 | ωB97M-V/def2-TZVPD

XYZ file:
```
191
C70H103HfI2N2O4S2Sb3Si4 ωB97M-V/def2-TZVPD
Hf -0.32 0.91 0.29
I 2.06 1.82 -2.01
I 1.72 3.56 0.93
Sb -0.89 -0.48 -2.49
Sb -4.33 1.92 -0.02
Sb 1.42 -2.76 -3.41
S 1.52 -0.19 1.80
S 4.06 0.68 0.26
Si -1.95 3.15 2.29
Si -5.66 1.71 -3.36
Si 1.64 -1.24 3.69
Si -5.65 4.42 -1.70
O 0.73 -0.23 4.56
O 0.82 -2.63 3.57
O 4.69 1.04 -1.04
O 3.23 -1.31 3.85
N -2.32 2.85 -1.68
N -4.08 0.66 2.35
C 0.92 1.71 -6.59
C 5.18 -2.71 4.07
C -3.44 3.46 3.43
C 0.39 -1.55 6.59
C -1.09 3.32 -1.93
C -2.06 -0.58 2.47
C -4.64 2.79 -2.12
C 2.01 -4.33 2.31
C -4.02 -1.37 3.59
C -3.32 -3.58 -5.50
C 3.50 -2.53 -3.93
C -7.36 3.90 -1.05
C -1.21 0.21 5.90
C 5.24 -0.27 4.66
C 6.09 -2.09 -4.80
C 1.63 -4.58 4.77
C 5.88 2.58 1.05
C 0.58 -2.64 -0.49
C -2.68 -1.52 3.27
C 4.65 3.04 3.49
C 5.77 3.78 3.13
C 0.23 -5.58 -3.52
C -0.32 -4.66 3.21
C 4.15 2.07 2.64
C 1.30 -7.68 -3.08
C 5.63 -1.45 -3.66
C 0.18 -6.96 -3.48
C 0.18 0.44 -4.23
C 1.39 -4.91 -3.15
C 5.26 -2.94 -5.50
C 4.78 1.84 1.43
C 6.39 3.53 1.91
C 1.47 0.30 -4.73
C -6.72 2.67 -4.62
C -5.79 5.69 -3.11
C -0.72 1.25 -4.92
C -3.30 3.14 -2.55
C 4.33 -1.66 -3.24
C -1.58 -1.97 -5.13
C 3.97 -3.16 -5.07
C 1.10 0.87 6.65
C 2.83 3.43 -0.88
C 4.39 -1.54 4.67
C -4.51 0.68 -4.49
C -0.36 1.87 -6.10
C -2.78 0.54 2.03
C -0.74 -2.27 -1.13
C 0.27 -0.19 5.92
C -4.67 -0.26 3.09
C 1.83 0.94 -5.90
C -4.68 5.31 -0.33
C -2.04 -1.76 -3.84
C -2.21 -2.88 -5.96
C 2.50 -5.62 -2.73
C -1.62 4.76 1.32
C -2.27 1.63 1.16
C -3.13 -2.47 -3.38
C 2.45 -7.01 -2.70
C -0.75 4.03 -3.06
C -4.00 -0.12 -0.75
C 4.03 -1.88 6.12
C -3.03 3.81 -3.75
C 1.78 -2.23 -1.33
C 4.96 -0.78 0.85
C 6.32 4.81 4.06
C -0.40 2.76 3.36
C -3.77 -3.38 -4.21
C 1.05 -4.03 3.46
C -1.75 4.25 -4.01
C -6.86 0.65 -2.32
H 6.27 -0.79 -3.10
H 5.54 -0.01 3.65
H -3.81 -4.29 -6.14
H 2.70 4.35 -1.45
H 6.10 -2.84 4.63
H -4.53 -2.10 4.20
H -4.82 6.10 -3.38
H 6.66 4.34 4.98
H -7.23 1.95 -5.26
H -6.26 5.31 -4.00
H 4.61 -3.63 4.12
H -6.84 0.95 -1.27
H 5.98 -0.50 1.08
H 4.95 -1.52 0.06
H 4.43 -1.14 1.72
H 2.84 0.81 -6.28
H -3.83 4.00 -4.44
H -5.72 -0.07 3.29
H 2.69 -2.71 -0.97
H 0.82 0.90 7.70
H 1.21 2.19 -7.52
H -3.86 -0.07 -1.83
H -5.06 -0.15 -4.93
H -2.44 5.45 1.46
H 1.67 -5.66 4.73
H 3.88 3.24 -0.67
H -1.82 -0.61 5.51
H 1.03 -4.28 5.62
H 3.40 -5.09 -2.45
H -4.15 1.28 -5.32
H -0.37 3.13 -1.13
H 2.86 -3.66 2.37
H 7.10 -1.91 -5.15
H 3.31 -3.83 -5.62
H 1.91 -1.14 -1.26
H 7.15 5.34 3.61
H -0.95 -4.55 4.09
H 0.37 3.52 3.23
H -1.49 4.64 0.25
H -3.56 2.66 4.15
H -4.79 4.81 0.63
H -4.84 -0.75 -0.52
H -1.08 -3.11 -1.74
H 4.94 -2.11 6.66
H 2.21 -0.30 -4.22
H -0.64 2.78 4.42
H -3.11 -0.53 -0.27
H 5.55 5.53 4.32
H -7.48 3.29 -4.16
H -6.40 6.52 -2.76
H 0.06 1.78 3.16
H -0.82 -4.19 2.37
H 6.33 2.40 0.08
H -1.53 0.42 6.92
H -1.00 -0.70 2.23
H 0.25 4.39 -3.21
H -6.62 -0.41 -2.38
H -1.52 4.79 -4.91
H 3.97 -1.12 -2.37
H -0.73 5.26 1.70
H -0.71 -7.48 -3.78
H -3.50 -2.33 -2.37
H 2.36 -5.35 2.37
H -1.39 1.08 5.28
H 5.62 -3.44 -6.39
H 7.25 4.12 1.63
H -5.00 6.33 -0.21
H -6.12 3.30 -5.27
H 2.65 -4.21 4.90
H 6.12 -0.41 5.26
H 0.67 -2.20 0.51
H -0.71 -1.44 -5.51
H -1.82 -3.06 -6.95
H 3.32 -7.57 -2.39
H -4.62 -3.93 -3.83
H -7.95 4.78 -0.81
H 1.43 -1.86 6.65
H -7.87 0.76 -2.68
H 3.29 1.47 2.92
H -0.64 -5.01 -3.84
H 2.15 0.63 6.57
H -1.49 -2.08 -0.35
H -3.63 5.33 -0.59
H -0.17 -2.29 6.03
H -0.01 -1.49 7.60
H 4.67 0.57 5.07
H 4.16 3.24 4.43
H -7.27 3.31 -0.14
H -0.22 -5.72 3.00
H 0.94 1.85 6.21
H 1.27 -8.76 -3.07
H 3.38 -2.75 6.17
H 1.53 -4.19 1.36
H -3.35 4.39 3.97
H -4.35 3.50 2.83
H -1.74 1.35 -4.55
H -2.11 -2.36 3.63
H -3.65 0.27 -3.98
H 5.44 -2.52 3.03
H 3.55 -1.03 6.61
H 0.60 -3.73 -0.37
H -1.09 2.46 -6.63
H -7.92 3.32 -1.77
```

Results
E = -175723.028 eV
Energy above the lowest of the compared OMol25 structures with the same formula, charge and spin = 116.5 kcal/mol
Orbital gap = 5.408 eV
HOMO level = -11.627 eV
Total charge = +2
LUMO energy = -6.22 eV

Results of the Mulliken charge analysis, in e, for atoms 1 through 99: atom 1 (Hf): -1.61, atom 2 (I): 0.31, atom 3 (I): 0.28, atom 4 (Sb): -0.61, atom 5 (Sb): 0.13, atom 6 (Sb): 2.01, atom 7 (S): 0.85, atom 8 (S): 1.30, atom 9 (Si): 0.52, atom 10 (Si): 0.62, atom 11 (Si): -3.19, atom 12 (Si): 0.55, atom 13 (O): 0.59, atom 14 (O): 1.51, atom 15 (O): -0.64, atom 16 (O): 0.74, atom 17 (N): 1.94, atom 18 (N): 0.17, atom 19 (C): -1.32, atom 20 (C): -1.34, atom 21 (C): -1.31, atom 22 (C): -1.21, atom 23 (C): 0.33, atom 24 (C): 1.31, atom 25 (C): 1.14, atom 26 (C): -0.72, atom 27 (C): -0.85, atom 28 (C): -0.95, atom 29 (C): 0.22, atom 30 (C): -0.97, atom 31 (C): -1.32, atom 32 (C): -1.72, atom 33 (C): -0.72, atom 34 (C): -1.47, atom 35 (C): -0.66, atom 36 (C): 0.47, atom 37 (C): -0.79, atom 38 (C): -1.01, atom 39 (C): 0.91, atom 40 (C): -0.28, atom 41 (C): -1.89, atom 42 (C): 0.06, atom 43 (C): -0.57, atom 44 (C): -0.76, atom 45 (C): -0.64, atom 46 (C): 2.01, atom 47 (C): 0.47, atom 48 (C): -0.64, atom 49 (C): -0.84, atom 50 (C): -1.07, atom 51 (C): -1.06, atom 52 (C): -1.30, atom 53 (C): -1.25, atom 54 (C): -1.03, atom 55 (C): -1.87, atom 56 (C): 0.25, atom 57 (C): -0.90, atom 58 (C): -0.99, atom 59 (C): -1.51, atom 60 (C): -1.09, atom 61 (C): 1.87, atom 62 (C): -0.77, atom 63 (C): -0.66, atom 64 (C): -2.05, atom 65 (C): -1.89, atom 66 (C): 1.63, atom 67 (C): -0.98, atom 68 (C): -0.81, atom 69 (C): -0.90, atom 70 (C): 2.26, atom 71 (C): -0.82, atom 72 (C): -0.57, atom 73 (C): -0.69, atom 74 (C): 2.43, atom 75 (C): -0.17, atom 76 (C): -0.66, atom 77 (C): -1.29, atom 78 (C): 0.38, atom 79 (C): -1.55, atom 80 (C): -0.21, atom 81 (C): 0.54, atom 82 (C): -0.55, atom 83 (C): -1.54, atom 84 (C): -1.65, atom 85 (C): -0.92, atom 86 (C): 1.82, atom 87 (C): -1.47, atom 88 (C): -1.26, atom 89 (H): 0.57, atom 90 (H): 0.17, atom 91 (H): 0.46, atom 92 (H): 0.87, atom 93 (H): 0.51, atom 94 (H): 0.54, atom 95 (H): 0.36, atom 96 (H): 0.33, atom 97 (H): 0.40, atom 98 (H): 0.36, atom 99 (H): 0.24